(one)
The following is a DFT calculation (ωB97M-V/def2-TZVPD) of a single C6H7Cl molecule.

The calculation puts the molar mass at 114.6 g/mol. The calculation puts the lowest unoccupied orbital energy at -0.2 eV. Its SMILES is C=C/C=C\C(=C)Cl. Its charge is 0. As for the frontier orbital gap: 8.333 eV.

XYZ file:
```
14
Properties=species:S:1:pos:R:3:nbo_charge:R:1
H 0.157 2.177 0.405 0.2488
C -2.391 -0.962 -0.880 -0.3491
C 0.879 -1.231 1.130 -0.3872
H -3.171 0.018 0.753 0.1960
H -1.580 -1.132 -1.603 0.1980
C -1.553 1.078 0.328 -0.1622
C 0.662 -0.137 0.323 -0.0179
H 1.961 -1.818 1.349 0.2542
Cl 2.229 0.138 -0.559 -0.0986
C -0.143 1.142 0.246 -0.2603
H -3.331 -1.495 -1.408 0.2121
H -2.163 2.010 0.627 0.2183
H 0.056 -1.446 1.791 0.2021
C -2.423 0.001 0.118 -0.2544
```


(two)
The following is a DFT calculation (ωB97M-V/def2-TZVPD) of a single C6H7Cl molecule.

The calculation puts the molar mass at 114.6 g/mol. The calculation puts the lowest unoccupied orbital energy at -1.0 eV. Its charge is 0. As for the frontier orbital gap: 7.870 eV.

XYZ file:
```
14
Properties=species:S:1:pos:R:3:nbo_charge:R:1
C -1.019 0.016 -0.141 -0.1924
C -0.037 1.138 -0.068 -0.4414
H 1.783 -1.458 -0.629 0.2232
H -0.336 1.647 0.837 0.2084
C 1.038 -1.015 0.044 -0.4632
H 1.850 0.821 -0.895 0.2160
C 1.354 0.471 0.094 -0.4117
Cl -3.709 -0.351 0.068 0.0092
H -0.107 1.993 -0.791 0.2300
C -0.394 -1.201 -0.257 -0.0946
H 1.110 -1.527 0.983 0.2239
C -2.415 0.741 -0.227 0.0406
H 1.792 0.884 1.081 0.2278
H -0.912 -2.158 -0.099 0.2241
```


Most stable: (one)


(one)
The following is a DFT calculation (ωB97M-V/def2-TZVPD) of a single C2H6P2 molecule.

The calculation puts the molar mass at 92.0 g/mol. The calculation puts the lowest unoccupied orbital energy at 1.1 eV. Its SMILES is P[C@H]1CP1. Its charge is 0. As for the frontier orbital gap: 9.659 eV.

XYZ file:
```
10
Properties=species:S:1:pos:R:3:nbo_charge:R:1
H 0.303 -0.473 -1.558 0.2393
P 1.845 0.408 0.101 0.2855
P -1.285 0.911 0.079 0.4006
H -2.260 0.398 -0.928 -0.0417
C -0.750 -0.916 0.439 -0.5832
C 0.165 -0.163 -0.568 -0.6932
H -1.362 -1.660 0.205 0.2158
H 2.138 1.616 -0.604 -0.0098
H -0.301 -0.955 1.499 0.2190
H 1.508 0.833 1.336 -0.0323
```


(two)
The following is a DFT calculation (ωB97M-V/def2-TZVPD) of 2 unconnected molecules or ions with the total composition C2H6P2.

The calculation puts the molar mass at 92.0 g/mol. The calculation puts the lowest unoccupied orbital energy at -1.1 eV. Its charge is 0. As for the frontier orbital gap: 8.233 eV.

XYZ file:
```
10
Properties=species:S:1:pos:R:3:nbo_charge:R:1
H 0.427 0.622 -2.770 -0.0184
H -1.874 -0.076 -3.041 -0.0478
H 0.616 -1.109 0.733 0.1966
H -0.020 1.427 2.698 0.1980
C 0.455 0.835 1.887 -0.3971
C 0.197 -0.460 1.670 -0.3826
P 0.759 -0.571 -2.085 0.0197
P -1.168 -1.174 -2.589 0.0481
H -0.569 -0.938 2.196 0.1894
H 1.177 1.443 1.302 0.1940
```


Most stable: (one)


(one)
The following is a DFT calculation (ωB97M-V/def2-TZVPD) of a gas-phase ion, C5H9N2O (charge +1).

The calculation puts the molar mass at 113.1 g/mol. The calculation puts the lowest unoccupied orbital energy at -5.0 eV. Its SMILES is C=C[N+](=C)/C(C)=N\O. Its charge is +1. As for the frontier orbital gap: 9.628 eV.

XYZ file:
```
17
Properties=species:S:1:pos:R:3:nbo_charge:R:1
H 0.866 -1.639 2.328 0.2661
H -0.521 0.959 -2.297 0.2029
C 0.058 0.300 -1.692 0.1324
C -1.087 1.248 0.019 -0.0798
C -0.964 2.011 1.095 -0.3304
O 2.481 -0.105 -1.110 -0.5389
H -1.982 1.159 -0.644 0.2369
H -0.496 -2.229 1.461 0.2597
H -1.848 2.630 1.253 0.2480
C 0.770 -0.747 0.354 0.3787
H -0.052 2.230 1.691 0.2456
N 1.969 -0.743 -0.024 -0.0771
H 0.686 -0.166 -2.419 0.2599
N -0.176 0.263 -0.429 -0.3119
H 3.460 -0.157 -1.115 0.5256
H -0.363 -0.590 2.064 0.2378
C 0.192 -1.430 1.588 -0.6554
```


(two)
The following is a DFT calculation (ωB97M-V/def2-TZVPD) of a gas-phase ion, C5H9N2O (charge +1).

The calculation puts the molar mass at 113.1 g/mol. The calculation puts the lowest unoccupied orbital energy (spin up / spin down) at -4.9 / -4.9 eV. Its charge is +1. As for the frontier orbital gap (spin up / spin down): 8.019 / 8.028 eV.

XYZ file:
```
17
Properties=species:S:1:pos:R:3:nbo_charge:R:1
H -2.530 3.991 -0.108 0.2135
H 0.903 -1.523 1.468 0.1875
H -2.564 2.994 -1.775 0.1968
H -0.001 -1.014 -1.394 0.2610
N -0.880 1.469 -0.944 -0.2516
N 0.627 0.992 1.138 -0.6889
H 0.540 -3.450 -0.728 0.2605
H 1.255 0.414 1.679 0.4200
C 0.093 0.550 0.061 0.5124
C -2.356 3.185 -0.801 0.1602
C 0.785 -1.741 0.460 0.0371
H 2.068 -2.697 -0.663 0.2757
C 0.320 -0.770 -0.396 -0.3761
O -1.449 2.468 -0.297 -0.1926
C 1.224 -3.034 0.009 -0.6904
H 0.545 1.900 1.431 0.4197
H 1.419 -3.733 0.860 0.2552
```


Most stable: (one)


(one)
The following is a DFT calculation (ωB97M-V/def2-TZVPD) of 3 unconnected molecules or ions with the total composition C3H13N2O2S.

The calculation puts the molar mass at 141.2 g/mol. The calculation puts the lowest unoccupied orbital energy at 3.5 eV. Its charge is -1. As for the frontier orbital gap: 6.391 eV.

XYZ file:
```
21
Properties=species:S:1:pos:R:3:nbo_charge:R:1
H 2.781 0.796 0.724 0.4874
H 2.317 0.034 -0.540 0.4700
O 3.063 0.157 0.054 -0.9715
H -1.191 -2.291 1.533 0.1649
H 0.554 1.855 -0.130 0.1526
C -1.270 -1.719 0.572 -0.0351
H -1.892 0.133 1.306 0.3619
H -2.287 -2.092 0.126 0.1337
N -1.099 -0.336 0.804 -0.6986
H 0.409 0.744 1.513 0.4970
O 0.948 1.490 1.878 -0.9792
H 0.717 -1.679 -0.106 0.3855
H -2.064 0.990 -0.583 0.2021
H -0.532 -2.125 -1.331 0.3754
C 0.220 1.135 -0.828 -0.5531
H 0.891 2.077 1.092 0.4541
H 1.027 0.659 -1.412 0.2237
H -1.198 -0.377 -1.390 0.1995
N -0.218 -2.102 -0.362 -0.8848
C -1.051 0.413 -0.574 -0.2532
S -0.123 2.239 -2.346 -0.7323
```


(two)
The following is a DFT calculation (ωB97M-V/def2-TZVPD) of 4 unconnected molecules or ions with the total composition C3H13N2O2S.

The calculation puts the molar mass at 141.2 g/mol. The calculation puts the lowest unoccupied orbital energy at -0.5 eV. Its charge is -1. As for the frontier orbital gap: 3.786 eV.

XYZ file:
```
21
Properties=species:S:1:pos:R:3:nbo_charge:R:1
H 2.470 -0.549 -2.101 0.3221
H -0.912 0.063 1.109 0.2641
H 1.189 -0.399 1.472 0.3845
H -2.024 -0.311 -0.786 0.4488
C -0.922 1.110 1.122 -0.5790
O -0.978 -2.087 1.126 -1.1948
N 1.624 0.498 1.205 -0.7916
H -0.017 -0.568 -0.581 0.2965
H -1.929 -1.633 0.016 0.5114
C 0.597 -0.384 -1.448 -0.5340
H 0.882 2.470 1.007 0.1905
H -1.208 1.654 2.018 0.2168
H 0.758 1.401 -0.312 0.1997
H -0.437 -2.908 1.219 0.4263
O -2.190 -1.281 -0.921 -1.0393
H 0.293 -1.167 -2.108 0.2143
C 0.597 1.455 0.803 -0.2384
S -2.108 1.823 -0.075 -0.1678
N 2.078 -0.117 -1.301 -0.5692
H 0.128 0.577 -1.759 0.2397
H 2.108 0.353 0.293 0.3996
```


Most stable: (one)